Record 1
Entry from the Open Molecules 2025 dataset: an isolated ion of composition C10H17O4S and charge +1 at a distorted geometry (ωB97M-V with the def2-TZVPD basis set).

XYZ file:
```
32
Properties=species:S:1:pos:R:3
C 0.59 -2.06 2.01
C 1.81 -2.13 1.38
S 2.29 -1.06 0.04
C 2.44 0.67 0.53
C 1.14 1.36 0.98
C 0.51 2.28 -0.09
C -0.90 1.94 -0.50
O -1.36 2.41 -1.53
O -1.62 1.16 0.35
C -2.50 0.23 -0.28
C -3.58 -0.17 0.72
C 0.89 -1.18 -1.08
C 1.38 -0.89 -2.50
O 2.55 -0.81 -2.77
O 0.42 -0.71 -3.41
H 0.36 -1.18 2.61
H -0.20 -2.79 1.89
H 2.57 -2.85 1.64
H 2.95 1.24 -0.24
H 3.11 0.64 1.38
H 0.42 0.67 1.41
H 1.45 1.99 1.81
H 1.14 2.31 -0.97
H 0.49 3.29 0.30
H -2.99 0.63 -1.15
H -1.99 -0.69 -0.58
H -4.47 0.42 0.56
H -3.24 -0.10 1.74
H -3.87 -1.19 0.51
H 0.14 -0.45 -0.78
H 0.49 -2.19 -1.00
H -0.45 -0.80 -3.00
```

* largest force on an atom: 2.019 eV/Å
* total charge: +1
* gap between HOMO and LUMO: 8.023 eV
* electronic energy: -1090.00469 hartree

Taken from the Mulliken analysis, the atomic charges in e are: -0.484, -0.337, 0.167, -0.722, -0.429, -0.708, 0.507, -0.561, -0.304, 0.029, -1.360, 0.325, 0.546, -0.515, -0.449, 0.325, 0.315, 0.475, 0.473, 0.493, 0.103, 0.444, 0.374, 0.422, 0.403, 0.142, 0.339, 0.333, 0.379, -0.883, 0.795, 0.364



Record 2
Entry from the Open Molecules 2025 dataset: a 3-piece molecular cluster, C6H13O3 overall at a distorted geometry (ωB97M-V with the def2-TZVPD basis set).

XYZ file:
```
22
Properties=species:S:1:pos:R:3
C -0.27 0.74 1.19
O -0.94 0.36 2.34
C -1.05 1.35 3.31
C -1.80 0.88 4.52
O -2.26 -0.23 4.66
H 0.79 1.00 1.35
H -0.12 -0.30 0.16
H -1.59 2.24 2.91
H -0.07 1.72 3.65
H -1.93 1.67 5.29
H -0.82 1.49 0.62
C 1.99 -0.40 -3.92
O 1.66 -0.69 -2.59
C 0.32 -1.10 -2.43
C 0.07 -1.47 -1.00
H 3.03 -0.05 -3.94
H 1.90 -1.29 -4.57
H 1.34 0.39 -4.33
H 0.11 -1.96 -3.10
H -0.36 -0.29 -2.75
H -0.87 -2.01 -0.85
H 0.87 -2.05 -0.53
```

* largest force on an atom: 2.512 eV/Å
* energy above the lowest of the compared OMol25 structures with the same formula, charge and spin: 347.32 kJ/mol
* spin multiplicity: 2
* gap between HOMO and LUMO (alpha / beta): 8.934 / 9.459 eV
* electronic energy: -461.94456 hartree

Taken from the Mulliken analysis, the atomic charges in e are: -0.580, -0.219, -0.306, -0.012, -0.448, 0.330, 0.078, 0.296, 0.295, 0.322, 0.326, -0.688, -0.303, -0.053, -1.205, 0.237, 0.285, 0.291, 0.318, 0.293, 0.395, 0.347



Record 3
Entry from the Open Molecules 2025 dataset: the molecule CH2N4O at a distorted geometry (ωB97M-V with the def2-TZVPD basis set).

XYZ file:
```
8
Properties=species:S:1:pos:R:3
C 0.63 0.08 -0.04
H 2.48 0.86 0.00
H 2.34 -0.92 0.35
N 1.92 -0.03 0.03
N -0.14 1.17 -0.07
N -1.43 0.60 0.10
N -1.45 -0.62 0.02
O -0.11 -1.03 -0.07
```

* largest force on an atom: 3.908 eV/Å
* SMILES string: Nc1nnno1
* energy above the lowest of the compared OMol25 structures with the same formula, charge and spin: 116.45 kJ/mol
* gap between HOMO and LUMO: 10.511 eV
* electronic energy: -333.50345 hartree

Taken from the Mulliken analysis, the atomic charges in e are: 0.650, 0.267, 0.254, -0.388, -0.431, -0.136, -0.007, -0.208



Record 4
Entry from the Open Molecules 2025 dataset: the molecule C9H7N3 at a distorted geometry (ωB97M-V with the def2-TZVPD basis set).

XYZ file:
```
19
Properties=species:S:1:pos:R:3
C 2.61 -1.08 0.47
C 3.36 0.00 -0.13
C 1.53 1.35 -0.20
C 0.60 0.21 -0.08
C 1.11 -1.01 0.31
C -0.94 0.24 -0.10
C -1.77 1.32 0.11
C -3.52 -0.01 0.11
C -1.62 -0.94 -0.42
H 3.03 -2.03 0.65
H 4.37 -0.12 -0.07
H 1.03 2.41 -0.26
H 0.42 -1.96 0.30
H -1.24 2.30 0.23
H -4.69 -0.16 0.13
H -1.20 -1.93 -0.90
N 2.85 1.25 -0.24
N -3.08 1.18 0.41
N -2.85 -1.02 -0.32
```

* largest force on an atom: 5.504 eV/Å
* SMILES string: c1cncc(-c2cncnc2)c1
* energy above the lowest of the compared OMol25 structures with the same formula, charge and spin: 247.81 kJ/mol
* gap between HOMO and LUMO: 9.349 eV
* electronic energy: -511.33734 hartree

Taken from the Mulliken analysis, the atomic charges in e are: -0.546, -0.341, -0.105, 0.609, -0.220, 0.583, -0.099, 0.030, -0.268, 0.379, 0.405, 0.179, 0.142, 0.225, 0.293, 0.338, -0.558, -0.545, -0.504



Record 5
Entry from the Open Molecules 2025 dataset: C22H16FN4O6Ru as an isolated structure at a distorted geometry (ωB97M-V with the def2-TZVPD basis set).

XYZ file:
```
50
Properties=species:S:1:pos:R:3
Ru 0.10 0.11 0.36
O 4.21 -5.09 2.58
C 4.27 -3.94 3.03
O 5.00 -3.42 3.88
C 3.31 -2.95 2.36
C 3.76 -2.02 1.43
C 2.88 -1.12 0.87
N 1.59 -1.08 1.19
C 1.12 -1.99 2.07
C 1.95 -2.92 2.66
C -0.34 -1.89 2.40
O -0.91 -2.63 3.16
O -0.92 -0.88 1.78
H 4.81 -1.99 1.16
H 3.20 -0.39 0.13
H 1.51 -3.62 3.36
N -1.81 0.70 -0.31
N -1.72 1.49 -1.45
C -0.44 1.96 -1.85
O -0.41 2.83 -2.71
O 0.56 1.41 -1.26
H -2.31 -0.17 -0.50
H -2.25 1.17 0.49
H -2.52 2.03 -1.73
F -3.24 4.47 2.10
C -2.12 3.75 1.95
C -1.26 4.09 0.92
C -0.11 3.34 0.75
C 0.18 2.26 1.61
C 1.36 1.43 1.38
C -0.71 1.98 2.66
C -1.87 2.72 2.83
H -1.50 4.91 0.25
H 0.56 3.55 -0.07
H 2.14 1.88 0.77
H 1.75 0.94 2.27
H -0.50 1.15 3.32
H -2.57 2.50 3.62
N 0.42 -5.09 -4.89
C 0.40 -4.29 -4.06
C 0.37 -3.29 -3.03
C 1.17 -2.15 -3.13
C 1.13 -1.18 -2.15
C 0.28 -1.32 -1.05
C -0.49 -2.48 -0.94
C -0.46 -3.45 -1.93
H 1.83 -2.03 -3.99
H 1.73 -0.29 -2.25
H -1.14 -2.63 -0.08
H -1.07 -4.34 -1.84
```

* largest force on an atom: 1.147 eV/Å
* energy above the lowest of the compared OMol25 structures with the same formula, charge and spin: 0.00 kJ/mol
* total charge: -1
* gap between HOMO and LUMO: 6.519 eV
* electronic energy: -1713.30559 hartree

Taken from the Mulliken analysis, the atomic charges in e are: 0.290, -0.683, -0.031, -0.691, 0.760, -1.044, -0.592, 0.498, -0.019, -0.687, 0.521, -0.719, -0.562, 0.402, 0.511, 0.583, -0.327, -0.268, 0.597, -0.758, -0.543, 0.404, 0.336, 0.255, -0.353, 0.653, -0.761, -0.483, 1.423, -1.768, -0.067, -0.962, 0.442, 0.428, 0.361, 0.627, 0.304, 0.443, -0.580, -0.059, 0.618, -0.871, -0.170, 0.845, -0.134, -0.992, 0.442, 0.516, 0.425, 0.441



What did the fourth record say?
Entry from the Open Molecules 2025 dataset: the molecule C9H7N3 at a distorted geometry (ωB97M-V with the def2-TZVPD basis set).

XYZ file:
```
19
Properties=species:S:1:pos:R:3
C 2.61 -1.08 0.47
C 3.36 0.00 -0.13
C 1.53 1.35 -0.20
C 0.60 0.21 -0.08
C 1.11 -1.01 0.31
C -0.94 0.24 -0.10
C -1.77 1.32 0.11
C -3.52 -0.01 0.11
C -1.62 -0.94 -0.42
H 3.03 -2.03 0.65
H 4.37 -0.12 -0.07
H 1.03 2.41 -0.26
H 0.42 -1.96 0.30
H -1.24 2.30 0.23
H -4.69 -0.16 0.13
H -1.20 -1.93 -0.90
N 2.85 1.25 -0.24
N -3.08 1.18 0.41
N -2.85 -1.02 -0.32
```

* largest force on an atom: 5.504 eV/Å
* SMILES string: c1cncc(-c2cncnc2)c1
* energy above the lowest of the compared OMol25 structures with the same formula, charge and spin: 247.81 kJ/mol
* gap between HOMO and LUMO: 9.349 eV
* electronic energy: -511.33734 hartree

Taken from the Mulliken analysis, the atomic charges in e are: -0.546, -0.341, -0.105, 0.609, -0.220, 0.583, -0.099, 0.030, -0.268, 0.379, 0.405, 0.179, 0.142, 0.225, 0.293, 0.338, -0.558, -0.545, -0.504



Please write out number 1 again, unchanged.
Entry from the Open Molecules 2025 dataset: an isolated ion of composition C10H17O4S and charge +1 at a distorted geometry (ωB97M-V with the def2-TZVPD basis set).

XYZ file:
```
32
Properties=species:S:1:pos:R:3
C 0.59 -2.06 2.01
C 1.81 -2.13 1.38
S 2.29 -1.06 0.04
C 2.44 0.67 0.53
C 1.14 1.36 0.98
C 0.51 2.28 -0.09
C -0.90 1.94 -0.50
O -1.36 2.41 -1.53
O -1.62 1.16 0.35
C -2.50 0.23 -0.28
C -3.58 -0.17 0.72
C 0.89 -1.18 -1.08
C 1.38 -0.89 -2.50
O 2.55 -0.81 -2.77
O 0.42 -0.71 -3.41
H 0.36 -1.18 2.61
H -0.20 -2.79 1.89
H 2.57 -2.85 1.64
H 2.95 1.24 -0.24
H 3.11 0.64 1.38
H 0.42 0.67 1.41
H 1.45 1.99 1.81
H 1.14 2.31 -0.97
H 0.49 3.29 0.30
H -2.99 0.63 -1.15
H -1.99 -0.69 -0.58
H -4.47 0.42 0.56
H -3.24 -0.10 1.74
H -3.87 -1.19 0.51
H 0.14 -0.45 -0.78
H 0.49 -2.19 -1.00
H -0.45 -0.80 -3.00
```

* largest force on an atom: 2.019 eV/Å
* total charge: +1
* gap between HOMO and LUMO: 8.023 eV
* electronic energy: -1090.00469 hartree

Taken from the Mulliken analysis, the atomic charges in e are: -0.484, -0.337, 0.167, -0.722, -0.429, -0.708, 0.507, -0.561, -0.304, 0.029, -1.360, 0.325, 0.546, -0.515, -0.449, 0.325, 0.315, 0.475, 0.473, 0.493, 0.103, 0.444, 0.374, 0.422, 0.403, 0.142, 0.339, 0.333, 0.379, -0.883, 0.795, 0.364



Which value of largest force on an atom does entry 3 give? 3.908 eV/Å



The lowest electronic energy belongs to which entry? C22H16FN4O6Ru